No. 1
{"formula": "H3NOSSi", "method": "ωB97M-V with the def2-TZVPD basis set", "elements": ["N", "O", "Si", "S", "H", "H", "H"], "coordinates": [[2.577, 1.201, -0.103], [-2.030, -0.659, -0.031], [1.333, 0.172, -0.001], [-1.293, 0.775, -0.290], [0.692, -0.579, 0.998], [1.237, -0.446, -1.339], [-2.517, -0.463, 0.766]], "atomic_forces_ev_per_a": [[1.6, 1.1, 0.0], [0.0, -0.9, 0.2], [-4.3, -0.3, -1.3], [2.5, 1.4, -0.6], [0.1, -0.9, 1.5], [0.6, 0.0, -0.3], [-0.5, -0.5, 0.4]], "mol_weight_g_mol": 93.2, "e_tot_ha": -819.2116, "lumo_energy_ev": [-4.088, -4.084], "orbital_gap_ev": [4.20, 4.20], "e_above_lowest_kcal_mol": 141.62}



No. 2
{"formula": "C4H8N2O2", "method": "ωB97M-V with the def2-TZVPD basis set", "elements": ["C", "C", "C", "N", "C", "O", "O", "N", "H", "H", "H", "H", "H", "H", "H", "H"], "coordinates": [[1.395, 1.196, -0.414], [-1.257, 0.173, 0.073], [0.796, 0.484, 0.758], [-0.265, -1.999, -0.526], [-1.007, -0.845, -0.803], [-2.231, 1.090, -0.187], [1.720, 0.102, 1.652], [-0.462, 0.385, 1.139], [-2.204, 1.694, 0.573], [1.260, -0.386, 2.355], [-0.434, -2.372, 0.407], [-0.383, -2.744, -1.206], [-1.606, -0.905, -1.712], [0.675, 1.867, -0.883], [2.250, 1.795, -0.085], [1.751, 0.467, -1.144]], "atomic_forces_ev_per_a": [[-0.1, -0.3, -0.3], [0.0, -1.2, -3.1], [-1.1, 0.5, 2.1], [1.0, -0.8, 0.5], [-2.1, 1.0, 0.0], [-0.3, 0.4, 0.4], [0.1, 0.1, -0.2], [2.9, -0.4, 0.9], [-0.1, -0.1, -0.4], [-0.1, 0.2, -0.1], [0.1, 0.1, -0.3], [0.0, 0.4, 0.2], [-0.1, 0.2, 0.2], [-0.1, -0.3, 0.0], [-0.1, -0.3, 0.1], [0.0, 0.1, 0.0]], "mol_weight_g_mol": 116.1, "smiles": "C/C(O)=N\\C(O)=C/N", "e_tot_ha": -417.1647, "lumo_energy_ev": 0.841, "orbital_gap_ev": 7.81, "e_above_lowest_kcal_mol": 57.29}



No. 3
{"formula": "C4H10N2O2", "method": "ωB97M-V with the def2-TZVPD basis set", "elements": ["C", "C", "C", "C", "N", "O", "O", "N", "H", "H", "H", "H", "H", "H", "H", "H", "H", "H"], "coordinates": [[1.696, 0.245, -0.197], [0.728, -0.964, -0.362], [-0.661, -1.135, 0.299], [-1.666, 0.008, 0.239], [-1.257, 1.100, -0.437], [1.341, 1.371, -0.980], [1.967, 0.639, 1.107], [-2.800, 0.042, 0.813], [2.022, 2.042, -0.863], [1.148, 0.953, 1.514], [2.669, -0.128, -0.571], [-0.496, 1.065, -1.088], [-1.936, 1.834, -0.540], [-3.030, -0.785, 1.353], [0.617, -1.080, -1.443], [1.315, -1.817, -0.008], [-1.122, -1.992, -0.189], [-0.536, -1.399, 1.353]], "atomic_forces_ev_per_a": [[0.6, -0.5, -0.2], [0.1, 0.4, -0.3], [0.3, 0.5, 0.2], [0.1, -0.3, 0.2], [-0.1, 0.4, -0.4], [0.0, -0.3, -0.3], [-0.2, 0.0, 0.5], [-0.5, -0.1, 0.2], [0.0, -0.1, 0.0], [0.0, 0.0, 0.0], [-0.4, 0.1, 0.2], [0.0, 0.2, 0.1], [-0.1, 0.0, 0.0], [0.3, -0.1, -0.1], [0.1, -0.1, 0.0], [0.0, 0.1, -0.2], [0.0, -0.1, 0.1], [0.0, 0.0, -0.1]], "mol_weight_g_mol": 118.1, "smiles": "[H]/N=C(/N)CCC(O)O", "e_tot_ha": -418.3988, "lumo_energy_ev": 0.624, "orbital_gap_ev": 9.43, "e_above_lowest_kcal_mol": 39.03}



No. 4
{"formula": "C8H24O7", "method": "ωB97M-V with the def2-TZVPD basis set", "elements": ["C", "C", "C", "C", "C", "C", "C", "C", "H", "H", "H", "H", "H", "H", "H", "H", "H", "H", "H", "H", "O", "H", "H", "O", "H", "H", "O", "H", "H", "O", "H", "H", "O", "H", "H", "O", "H", "H", "O"], "coordinates": [[-1.316, 2.029, -1.319], [-1.024, 0.571, -1.832], [-0.479, -1.796, -1.132], [-0.551, -0.448, -0.800], [-0.281, 0.019, 0.500], [0.035, -1.009, 1.393], [-0.058, -2.368, 1.103], [-0.209, -2.795, -0.209], [-1.370, 2.636, -2.195], [-0.469, 2.467, -0.785], [-2.184, 1.883, -0.686], [-2.049, 0.225, -1.987], [-0.301, 0.662, -2.639], [-0.405, -2.068, -2.182], [-0.461, 1.055, 0.687], [0.001, -0.922, 2.481], [-0.142, -3.044, 1.943], [-0.227, -3.827, -0.533], [2.467, 1.303, -2.935], [1.434, 2.160, -2.287], [1.745, 1.900, -3.159], [3.019, -0.703, -1.267], [1.820, -1.299, -2.123], [2.212, -0.511, -1.748], [-2.257, -1.524, 1.260], [-3.006, -2.494, 0.301], [-2.940, -2.197, 1.210], [3.066, 2.181, 0.748], [1.876, 2.819, 0.045], [2.780, 2.537, -0.097], [-0.564, 1.894, 2.276], [0.104, 2.122, 3.640], [-0.187, 2.575, 2.843], [2.218, -2.541, 1.370], [3.542, -1.771, 1.402], [2.885, -2.137, 0.801], [-3.070, 0.102, 1.633], [-2.774, 1.271, 2.605], [-2.879, 1.044, 1.676]], "atomic_forces_ev_per_a": [[1.3, -1.9, 0.2], [-0.1, 0.6, 1.3], [1.2, -0.3, -0.5], [0.0, 1.8, 0.4], [0.0, -2.6, -1.2], [-1.4, -0.2, 1.6], [0.1, -0.1, -0.5], [-0.4, 0.8, 0.1], [-1.0, 0.5, -0.5], [-0.1, -0.1, 0.4], [-0.2, 1.1, 0.1], [0.3, -0.2, -1.4], [-0.5, -0.6, -0.5], [-0.8, 0.1, -0.1], [0.4, 0.1, 0.4], [0.5, 1.0, -0.1], [0.4, -0.2, 0.0], [0.1, -0.1, 0.2], [-0.1, -0.2, 0.0], [0.0, 0.1, 0.0], [0.0, 0.3, -0.1], [-0.1, -0.6, 0.1], [0.4, -0.4, 0.2], [0.1, 1.0, -0.3], [0.4, -0.3, -0.5], [0.2, 0.2, -0.2], [-0.9, 0.1, 0.6], [-0.1, 0.0, 0.1], [-0.2, 0.1, 0.2], [0.2, -0.1, -0.2], [-0.1, -0.1, 0.1], [0.0, 0.0, 0.0], [0.0, 0.1, 0.0], [0.0, 0.1, -0.2], [0.0, -0.1, 0.0], [0.4, -0.1, 0.1], [-0.3, 0.0, 0.2], [-0.2, -0.1, 0.1], [0.2, 0.2, -0.1]], "mol_weight_g_mol": 232.3, "smiles": "CCc1ccccc1.O.O.O.O.O.O.O", "e_tot_ha": -845.8491, "lumo_energy_ev": 0.144, "orbital_gap_ev": 9.38, "e_above_lowest_kcal_mol": 29.05}



No. 5
{"formula": "C4H5ClN2O2", "method": "ωB97M-V with the def2-TZVPD basis set", "elements": ["C", "C", "C", "C", "N", "N", "O", "O", "Cl", "H", "H", "H", "H", "H"], "coordinates": [[-1.135, 0.630, -0.410], [-1.308, -0.663, 0.044], [0.165, 1.314, -0.683], [-0.264, -1.934, 0.612], [-2.253, 1.234, -0.658], [-2.622, -0.869, -0.003], [-3.290, -1.801, 0.413], [-3.247, 0.349, -0.493], [0.829, -2.157, -0.779], [0.789, 1.107, 0.237], [0.537, 1.008, -1.534], [0.147, 2.475, -0.723], [-0.922, -2.883, 0.587], [0.402, -1.521, 1.338]], "atomic_forces_ev_per_a": [[1.2, 2.3, -0.7], [0.4, -3.5, 1.5], [-1.3, 3.4, 6.0], [-3.4, 1.9, -3.8], [0.1, 0.2, -0.7], [0.5, -0.1, 1.0], [-0.5, 0.2, -0.6], [0.1, -1.5, 0.9], [0.5, -0.3, -0.4], [0.0, 0.0, -1.4], [2.4, -1.9, -4.2], [-0.6, -2.0, 0.1], [1.2, 1.8, 1.2], [-0.4, -0.5, 1.2]], "mol_weight_g_mol": 148.5, "smiles": "Cc1no[n+]([O-])c1CCl", "e_tot_ha": -875.4080, "lumo_energy_ev": [0.349, 0.348], "orbital_gap_ev": [9.63, 9.63], "e_above_lowest_kcal_mol": 141.44}



No. 6
{"formula": "CH3N3O2S", "method": "ωB97M-V with the def2-TZVPD basis set", "elements": ["C", "N", "N", "N", "O", "O", "S", "H", "H", "H"], "coordinates": [[0.516, 1.010, 0.219], [-0.653, -0.915, 0.553], [0.600, -0.437, 0.436], [-1.589, -0.205, 0.116], [-2.757, -0.467, 0.101], [1.297, -1.051, -0.968], [-1.114, 1.385, -0.472], [0.575, 1.439, 1.122], [1.373, 1.082, -0.554], [1.752, -1.841, -0.552]], "atomic_forces_ev_per_a": [[1.5, -1.9, -5.2], [0.2, -3.0, 0.8], [0.4, -0.3, -1.7], [0.3, 1.5, -0.7], [-1.0, -0.7, 0.2], [-0.9, -0.1, 2.9], [0.7, 0.3, -0.3], [0.8, 1.9, 3.1], [-1.4, 1.0, 1.5], [-0.8, 1.3, -0.6]], "mol_weight_g_mol": 121.1, "smiles": "[O-][N+]1=NN(O)CS1", "e_tot_ha": -752.6176, "lumo_energy_ev": [-0.502, -0.502], "orbital_gap_ev": [9.30, 9.30], "e_above_lowest_kcal_mol": 134.03}



Please write out number 1 again, unchanged.
{"formula": "H3NOSSi", "method": "ωB97M-V with the def2-TZVPD basis set", "elements": ["N", "O", "Si", "S", "H", "H", "H"], "coordinates": [[2.577, 1.201, -0.103], [-2.030, -0.659, -0.031], [1.333, 0.172, -0.001], [-1.293, 0.775, -0.290], [0.692, -0.579, 0.998], [1.237, -0.446, -1.339], [-2.517, -0.463, 0.766]], "atomic_forces_ev_per_a": [[1.6, 1.1, 0.0], [0.0, -0.9, 0.2], [-4.3, -0.3, -1.3], [2.5, 1.4, -0.6], [0.1, -0.9, 1.5], [0.6, 0.0, -0.3], [-0.5, -0.5, 0.4]], "mol_weight_g_mol": 93.2, "e_tot_ha": -819.2116, "lumo_energy_ev": [-4.088, -4.084], "orbital_gap_ev": [4.20, 4.20], "e_above_lowest_kcal_mol": 141.62}